Here is a single C24H34N2O2 molecule from the OMol25 dataset. Energies are from ωB97M-V/def2-TZVPD.

```
62
Properties=species:S:1:pos:R:3:lowdin_charge:R:1
C -6.409 -3.346 -0.629 -0.056
C -5.396 -2.327 -0.204 -0.289
C -4.036 -2.581 -0.331 -0.048
C -3.100 -1.654 0.081 -0.020
C -3.508 -0.444 0.636 -0.214
C -4.866 -0.177 0.767 -0.002
C -5.791 -1.115 0.348 -0.038
H -6.844 -0.897 0.455 0.113
H -5.186 0.760 1.191 0.101
N -2.514 0.452 1.042 0.149
C -2.626 1.719 1.501 -0.458
O -3.654 2.324 1.712 0.077
C -1.251 2.348 1.783 -0.093
O -0.202 1.761 1.052 -0.066
C -0.191 1.920 -0.319 -0.224
C -1.079 2.718 -1.023 -0.011
C -0.982 2.803 -2.403 -0.079
C -0.015 2.086 -3.080 -0.087
C 0.861 1.276 -2.375 -0.031
C 0.790 1.184 -0.997 -0.126
C 1.711 0.299 -0.196 -0.162
N 2.711 -0.325 -1.030 -0.016
H 3.379 0.372 -1.336 0.103
C 3.400 -1.511 -0.540 -0.556
C 4.349 -1.946 -1.660 -0.036
H 3.763 -2.198 -2.541 0.086
H 5.034 -1.149 -1.935 0.068
H 4.922 -2.818 -1.359 0.087
C 2.355 -2.631 -0.375 -0.046
H 2.847 -3.600 -0.345 0.084
H 1.670 -2.612 -1.219 0.089
H 1.784 -2.519 0.544 0.073
C 4.101 -1.350 0.837 -0.104
H 4.326 -2.357 1.196 0.124
H 3.342 -0.941 1.510 0.112
C 5.385 -0.511 1.035 -0.585
C 6.638 -1.274 0.596 -0.056
H 6.667 -1.423 -0.478 0.063
H 7.528 -0.716 0.880 0.083
H 6.682 -2.247 1.080 0.086
C 5.505 -0.255 2.546 -0.065
H 6.431 0.270 2.773 0.082
H 5.504 -1.195 3.095 0.085
H 4.675 0.351 2.904 0.083
C 5.345 0.847 0.331 -0.048
H 5.404 0.740 -0.750 0.070
H 4.440 1.394 0.586 0.078
H 6.197 1.447 0.646 0.087
H 1.104 -0.483 0.270 0.119
H 2.129 0.905 0.628 0.122
H 1.603 0.690 -2.893 0.105
H 0.053 2.147 -4.156 0.100
H -1.677 3.429 -2.941 0.105
H -1.856 3.268 -0.516 0.112
H -1.313 3.431 1.629 0.137
H -1.006 2.168 2.835 0.144
H -1.566 0.115 0.919 0.139
H -2.045 -1.864 -0.031 0.109
H -3.705 -3.516 -0.761 0.111
H -6.029 -3.953 -1.448 0.075
H -6.641 -4.012 0.204 0.083
H -7.333 -2.867 -0.943 0.075
```

Output
orbital gap = 0.32575 Eh
SMILES string = Cc1ccc(NC(=O)COc2ccccc2CNC(C)(C)CC(C)(C)C)cc1
DFT total energy = -1194.9380 Ha
E_LUMO = 0.575 eV
energy above the lowest of the compared OMol25 structures with the same formula, charge and spin = 0.6217 eV
HOMO = -8.289 eV



Here is a single C24H34N2O4 molecule from the OMol25 dataset. Energies are from ωB97M-V/def2-TZVPD.

```
64
Properties=species:S:1:pos:R:3:lowdin_charge:R:1
C -0.419 -3.069 2.032 -0.060
C -0.371 -2.075 3.182 -0.193
H -0.491 -2.576 4.147 0.125
H -1.142 -1.307 3.066 0.113
O 0.909 -1.434 3.212 0.011
C 0.968 -0.138 2.944 -0.489
O 0.016 0.580 2.764 0.105
C 2.397 0.358 2.905 -0.002
H 3.025 -0.291 3.511 0.131
H 2.405 1.370 3.315 0.133
C 2.941 0.397 1.449 -0.420
N 1.963 1.038 0.580 0.147
C 0.839 0.493 0.064 -0.434
O 0.583 -0.693 0.062 0.068
C -0.063 1.527 -0.624 -0.172
H 0.499 1.917 -1.482 0.152
C -1.324 0.830 -1.160 -0.110
N -2.334 0.714 -0.140 -0.030
C -2.753 1.820 0.512 -0.464
O -3.668 1.821 1.311 0.064
C -1.923 3.043 0.169 -0.076
C -0.447 2.674 0.330 -0.135
H -0.302 2.351 1.363 0.104
H 0.172 3.555 0.148 0.115
H -2.134 3.366 -0.853 0.123
H -2.195 3.849 0.851 0.124
C -2.906 -0.570 0.185 -0.130
H -2.147 -1.336 0.017 0.114
H -3.172 -0.547 1.246 0.126
C -4.174 -0.869 -0.634 -0.114
C -3.884 -0.850 -2.105 -0.245
C -3.243 -1.923 -2.712 -0.048
C -2.934 -1.891 -4.060 -0.086
C -3.262 -0.782 -4.821 -0.098
C -3.903 0.292 -4.227 -0.088
C -4.210 0.257 -2.878 -0.053
H -4.709 1.097 -2.416 0.116
H -4.165 1.159 -4.817 0.101
H -3.023 -0.756 -5.875 0.098
H -2.437 -2.733 -4.519 0.101
H -2.987 -2.792 -2.123 0.115
H -4.923 -0.116 -0.387 0.116
H -4.551 -1.849 -0.334 0.119
H -1.717 1.391 -2.018 0.126
H -1.061 -0.171 -1.505 0.127
H 1.999 2.046 0.599 0.145
C 3.292 -1.018 0.974 -0.123
C 3.923 -0.999 -0.415 -0.179
C 5.180 -0.136 -0.423 -0.200
C 4.845 1.279 0.032 -0.192
C 4.212 1.259 1.422 -0.132
H 3.973 2.279 1.737 0.120
H 4.925 0.848 2.138 0.129
H 5.749 1.892 0.055 0.111
H 4.151 1.730 -0.680 0.109
H 5.612 -0.112 -1.425 0.109
H 5.922 -0.569 0.251 0.114
H 4.168 -2.020 -0.712 0.114
H 3.202 -0.607 -1.135 0.112
H 4.000 -1.447 1.685 0.131
H 2.397 -1.635 0.965 0.104
H -1.404 -3.524 1.984 0.077
H 0.328 -3.846 2.174 0.077
H -0.213 -2.550 1.100 0.050
```

Output
orbital gap = 0.34387 Eh
SMILES string = CCOC(=O)CC1(NC(=O)[C@@H]2CCC(=O)N(CCc3ccccc3)C2)CCCCC1
DFT total energy = -1345.4895 Ha
E_LUMO = 0.622 eV
energy above the lowest of the compared OMol25 structures with the same formula, charge and spin = 0.1291 eV
HOMO = -8.735 eV



Here is a single C24H34N2O4 molecule from the OMol25 dataset. Energies are from ωB97M-V/def2-TZVPD.

```
64
Properties=species:S:1:pos:R:3:lowdin_charge:R:1
C 9.232 -0.443 1.543 -0.059
C 7.821 -0.019 1.259 -0.295
C 6.893 0.073 2.292 -0.049
C 5.596 0.471 2.048 -0.005
C 5.187 0.792 0.753 -0.266
C 6.103 0.697 -0.286 -0.009
C 7.403 0.297 -0.023 -0.042
H 8.103 0.231 -0.844 0.110
H 5.818 0.923 -1.301 0.098
O 3.883 1.185 0.627 -0.045
C 3.393 1.557 -0.636 -0.134
C 3.183 0.363 -1.587 -0.340
O 3.962 0.588 -2.746 -0.036
H 3.807 -0.124 -3.376 0.099
C 1.702 0.199 -1.979 -0.152
N 0.816 0.325 -0.843 -0.174
C -0.571 0.591 -1.189 -0.158
C -1.327 -0.661 -1.663 -0.149
N -1.256 -1.760 -0.707 -0.178
C -2.148 -1.611 0.433 -0.133
H -1.771 -2.229 1.251 0.135
C -3.538 -2.137 0.043 -0.360
O -3.439 -3.435 -0.486 -0.017
H -2.609 -3.455 -0.985 0.088
C -4.467 -2.185 1.264 -0.145
O -4.648 -0.921 1.853 -0.043
C -5.450 0.005 1.243 -0.267
C -6.262 -0.223 0.139 -0.020
C -7.042 0.805 -0.368 -0.044
C -7.035 2.069 0.198 -0.294
C -6.219 2.287 1.304 -0.046
C -5.439 1.275 1.820 -0.004
H -4.808 1.441 2.680 0.117
H -6.197 3.264 1.765 0.114
C -7.883 3.178 -0.349 -0.058
H -7.275 4.057 -0.557 0.078
H -8.380 2.872 -1.267 0.072
H -8.644 3.464 0.376 0.080
H -7.668 0.607 -1.226 0.110
H -6.304 -1.191 -0.334 0.108
H -4.005 -2.803 2.039 0.139
H -5.419 -2.648 0.980 0.130
H -3.978 -1.463 -0.712 0.133
H -2.243 -0.580 0.797 0.125
C 0.135 -2.022 -0.363 -0.157
C 0.875 -0.765 0.120 -0.145
H 1.916 -0.994 0.342 0.116
H 0.408 -0.403 1.041 0.127
H 0.173 -2.799 0.402 0.122
H 0.620 -2.414 -1.264 0.116
H -2.374 -0.413 -1.845 0.119
H -0.894 -1.018 -2.603 0.121
H -0.606 1.362 -1.962 0.121
H -1.054 0.992 -0.292 0.117
H 1.593 -0.755 -2.527 0.121
H 1.463 1.012 -2.671 0.135
H 3.539 -0.547 -1.079 0.147
H 4.054 2.280 -1.127 0.136
H 2.428 2.025 -0.428 0.129
H 4.875 0.546 2.847 0.115
H 7.194 -0.170 3.301 0.113
H 9.246 -1.385 2.089 0.078
H 9.793 -0.565 0.620 0.071
H 9.735 0.305 2.156 0.080
```

Output
orbital gap = 0.31565 Eh
SMILES string = Cc1ccc(OC[C@H](O)CN2CCN(C[C@@H](O)COc3ccc(C)cc3)CC2)cc1
DFT total energy = -1345.3558 Ha
E_LUMO = 0.583 eV
energy above the lowest of the compared OMol25 structures with the same formula, charge and spin = 3.7673 eV
HOMO = -8.007 eV



Here is a single C24H34N2O5 molecule from the OMol25 dataset. Energies are from ωB97M-V/def2-TZVPD.

```
65
Properties=species:S:1:pos:R:3:lowdin_charge:R:1
C 3.556 3.013 2.282 -0.060
C 4.266 2.463 1.052 -0.211
H 5.183 1.942 1.345 0.122
H 4.500 3.261 0.344 0.123
O 3.428 1.559 0.330 -0.006
C 3.383 0.291 0.750 -0.501
O 4.023 -0.131 1.678 0.115
C 2.422 -0.505 -0.096 -0.001
H 2.930 -1.393 -0.478 0.139
H 2.101 0.124 -0.929 0.131
C 1.179 -0.970 0.705 -0.404
N 0.170 -1.406 -0.257 0.165
C 0.247 -2.514 -1.020 -0.454
O 1.120 -3.353 -0.927 0.076
C -0.879 -2.709 -2.047 -0.194
C -1.935 -1.616 -2.137 -0.115
N -1.413 -0.384 -2.699 -0.035
C -0.342 -0.293 -3.523 -0.444
O -0.018 0.770 -4.023 0.050
C 0.478 -1.545 -3.762 -0.070
C -0.231 -2.849 -3.426 -0.138
H 0.488 -3.668 -3.414 0.119
H -0.998 -3.070 -4.172 0.122
H 1.382 -1.450 -3.152 0.125
H 0.798 -1.525 -4.806 0.128
C -2.262 0.791 -2.547 -0.077
C -1.918 1.605 -1.325 -0.127
C -0.856 2.495 -1.370 -0.024
C -0.548 3.293 -0.281 -0.090
C -1.324 3.214 0.860 -0.087
C -2.382 2.322 0.931 -0.036
C -2.675 1.498 -0.149 -0.234
O -3.673 0.560 -0.153 -0.106
C -4.532 0.485 0.958 -0.077
H -5.051 1.432 1.130 0.099
H -5.262 -0.285 0.713 0.096
H -3.993 0.194 1.866 0.091
H -2.971 2.277 1.833 0.105
H -1.111 3.845 1.709 0.107
H 0.283 3.980 -0.332 0.103
H -0.275 2.554 -2.278 0.113
H -2.109 1.412 -3.434 0.133
H -3.303 0.465 -2.499 0.130
H -2.755 -1.980 -2.774 0.138
H -2.369 -1.393 -1.156 0.122
H -1.371 -3.651 -1.779 0.156
H -0.476 -0.681 -0.531 0.119
C 0.586 0.203 1.493 -0.104
C -0.614 -0.233 2.330 -0.186
C -0.209 -1.338 3.299 -0.192
C 0.358 -2.523 2.525 -0.178
C 1.552 -2.097 1.675 -0.117
H 1.922 -2.950 1.109 0.111
H 2.357 -1.735 2.315 0.120
H 0.672 -3.306 3.217 0.112
H -0.416 -2.941 1.877 0.111
H -1.071 -1.654 3.890 0.108
H 0.550 -0.958 3.986 0.117
H -1.000 0.629 2.879 0.108
H -1.408 -0.600 1.677 0.102
H 1.354 0.591 2.164 0.125
H 0.303 1.005 0.808 0.104
H 4.176 3.769 2.754 0.077
H 2.605 3.457 1.998 0.072
H 3.375 2.212 2.995 0.073
```

Output
orbital gap = 0.34537 Eh
SMILES string = CCOC(=O)CC1(NC(=O)[C@@H]2CCC(=O)N(Cc3ccccc3OC)C2)CCCCC1
DFT total energy = -1420.7240 Ha
E_LUMO = 0.544 eV
energy above the lowest of the compared OMol25 structures with the same formula, charge and spin = 0.3903 eV
HOMO = -8.854 eV